Density functional theory data (ωB97M-V/def2-TZVPD) for a cluster of 2 separate species, C9H14 in total at a distorted geometry.

- Orbital gap: 0.36879 Ha
- Energy: -351.2866 Eh
- Multiplicity: 1
- Energy above the lowest of the compared OMol25 structures with the same formula, charge and spin: 27.4 kcal/mol
- Net charge: 0

The geometry in XYZ format:
```
23
Properties=species:S:1:pos:R:3:forces:R:3
H 3.5487 1.3549 0.2747 -0.41 0.23 0.04
H -2.3056 -1.9834 -2.2170 0.76 0.39 -0.96
H 1.8736 -1.2823 2.1766 -0.02 0.13 -0.07
H 3.3436 -0.3378 -0.1960 -0.08 0.41 -0.20
C -1.0563 0.2534 1.6010 -1.20 -0.20 0.27
C 1.5994 0.3508 0.8131 0.61 0.43 0.40
C 0.6957 1.2309 0.2697 -1.35 -0.23 -0.22
H -2.3256 -1.2804 -0.8404 0.97 0.43 0.70
H -1.5318 0.8549 -1.5213 -1.09 0.54 -0.41
H -1.2267 2.0407 0.3426 -0.70 -0.54 -0.02
C -0.1589 -0.6771 2.1575 -0.40 0.70 -0.92
H -2.8099 0.1547 -2.7830 0.01 1.17 -0.25
H -0.9412 0.2322 -2.9828 -0.66 0.57 -0.97
C -1.6724 -1.2119 -1.7254 -2.72 -1.32 0.41
C 3.0818 0.4189 0.5630 0.41 -1.58 -0.47
H -2.1222 0.2992 1.8250 0.26 -0.40 0.49
H -0.7121 -1.6862 -1.5735 0.33 0.49 0.22
C -0.6622 1.1743 0.6690 2.17 0.88 -0.02
H -0.4601 -1.4423 2.8566 -0.16 0.08 0.07
C -1.8252 0.2002 -2.3442 2.34 -2.34 1.08
H 0.9132 1.9289 -0.5323 0.54 0.10 0.28
H 3.6045 -0.0001 1.4217 0.06 0.41 0.30
C 1.1500 -0.5926 1.7455 0.33 -0.33 0.26
```
Forces are in eV/Å.



Density functional theory data (ωB97M-V/def2-TZVPD) for the molecule C20H19NO3 at a distorted geometry.

- Orbital gap: 0.36087 Ha
- Energy: -1053.9883 Eh
- Multiplicity: 1
- Energy above the lowest of the compared OMol25 structures with the same formula, charge and spin: 19.3 kcal/mol
- Net charge: 0

The geometry in XYZ format:
```
43
Properties=species:S:1:pos:R:3:forces:R:3
C -2.0136 -0.6923 -0.9360 -0.08 0.00 0.01
H 0.7757 -1.8566 -1.8790 -0.07 0.00 -0.02
C -3.8537 -2.2658 0.4013 -0.08 -0.11 -0.01
H -3.2011 -1.2606 2.1708 0.00 0.03 0.11
H -4.5722 -2.8766 0.9281 -0.06 -0.04 0.04
H 2.2014 -2.6688 -2.5426 -0.02 -0.05 -0.06
C 0.0790 1.8670 -0.3226 -0.05 0.01 0.08
H -2.6645 -1.6985 -2.7044 0.00 0.00 -0.09
H 1.9288 -1.8079 2.0412 -0.06 -0.12 -0.15
H 0.8260 1.0892 -0.3849 0.13 -0.10 0.01
C 0.0397 -0.2163 1.6005 -0.17 0.13 0.31
C -1.0507 1.6906 0.4661 0.03 0.15 0.07
C 1.7801 -1.7022 -2.2661 0.24 0.07 -0.02
C -2.7836 -1.6046 -1.6346 0.06 0.01 -0.07
H 4.4621 -0.7762 2.4234 0.05 -0.01 0.08
C 3.6500 -0.2412 0.5399 -0.29 -0.23 -0.59
H 1.7438 -1.0777 -3.1551 -0.08 0.00 -0.08
H -1.7997 0.6540 2.1686 0.12 -0.07 -0.10
O 0.3199 -1.2799 0.8464 -0.16 -0.22 -0.13
C 0.2662 3.0420 -1.0298 0.04 0.02 -0.08
C 2.6228 -1.0527 -1.2330 -0.02 -0.13 0.93
H -2.8779 2.5800 1.1349 -0.09 -0.02 0.08
H -4.3068 -3.1053 -1.5155 -0.06 -0.05 -0.04
O 3.6098 -0.2290 -1.6129 -0.64 -0.48 -0.52
C -3.0821 -1.3545 1.1003 0.08 0.10 -0.03
H 1.1543 3.1665 -1.6315 0.08 0.01 -0.05
C -1.8105 3.8801 -0.1848 -0.07 0.05 0.00
H 1.5173 -2.8937 0.6712 -0.06 0.13 0.12
C -2.1546 -0.5600 0.4394 -0.28 -0.02 0.03
C 4.0525 0.1006 1.9233 0.07 0.09 0.02
C -3.7054 -2.3942 -0.9687 -0.07 -0.09 0.01
C -0.6786 4.0508 -0.9639 0.02 0.06 -0.06
O 0.7597 0.2093 2.4648 0.08 0.00 0.01
H -2.5521 4.6634 -0.1283 -0.06 0.06 0.01
C -1.9939 2.7086 0.5271 0.04 -0.06 0.00
C 1.6254 -1.8550 0.9915 0.41 0.02 0.01
H 3.1805 0.4401 2.4810 0.03 0.01 0.05
H 4.8036 0.8839 1.9007 0.08 0.04 0.06
C 2.5999 -1.1186 0.1366 -0.01 0.07 -0.63
H -1.3019 -0.0740 -1.4628 0.05 0.06 -0.06
C -1.2988 0.4049 1.2264 0.11 -0.06 -0.07
N 4.2357 0.2640 -0.5115 0.74 0.62 0.86
H -0.5326 4.9673 -1.5158 0.01 0.08 -0.04
```
Forces are in eV/Å.



Density functional theory data (ωB97M-V/def2-TZVPD) for a cluster of 2 separate species, C11H19NO2 in total at a distorted geometry.

- Orbital gap: 0.36386 Ha
- Energy: -635.7234 Eh
- Multiplicity: 1
- Energy above the lowest of the compared OMol25 structures with the same formula, charge and spin: 52.2 kcal/mol
- Net charge: 0

The geometry in XYZ format:
```
33
Properties=species:S:1:pos:R:3:forces:R:3
C -1.5357 3.3550 -3.1614 -0.02 -0.02 0.04
C -1.9442 1.8289 -0.8768 0.03 0.01 -0.03
C -2.3397 3.1604 -0.9017 0.02 0.00 -0.03
H 1.4588 -0.1082 2.1204 0.34 0.09 -0.22
O 0.3601 -2.7958 0.5352 0.13 0.92 0.08
H 2.5960 -2.0606 1.4808 0.08 0.23 -0.31
C -1.1432 2.0227 -3.1377 -0.01 0.02 0.04
H -0.7816 -1.5810 1.8335 0.12 -0.25 -0.35
H 2.1611 0.9648 -0.4136 -0.12 -0.06 -0.06
H 0.9673 1.3822 0.6505 -0.06 0.12 -0.34
H 0.1786 -0.7768 0.1251 0.40 -0.18 0.15
H 3.1112 0.4775 2.1476 -0.01 -0.55 -0.32
H -0.1313 -4.1832 3.1380 -0.48 -0.01 -0.12
H -1.0464 0.2196 -1.9776 0.00 0.01 -0.01
C -2.1379 3.9228 -2.0455 0.02 -0.06 0.01
H -0.6765 1.5795 -4.0084 -0.01 0.01 0.01
H -2.1006 1.2344 0.0158 -0.02 0.00 -0.02
H -1.7615 -3.4335 2.8877 0.24 -0.37 -0.11
C -0.8162 -3.7228 2.4114 0.77 0.86 -0.26
C 0.6947 -1.6771 -0.2564 -0.73 -0.21 -0.96
O 2.0678 -1.4845 -0.4442 -0.25 0.02 0.36
H 0.7267 -2.2120 2.5204 -0.16 0.10 -0.45
C -1.3497 1.2590 -1.9958 0.01 0.04 0.02
C -0.1045 -2.4509 1.8296 -0.34 -1.18 1.17
H -0.9538 -4.4277 1.5831 -0.27 0.18 0.29
N 1.9493 1.1828 0.5487 0.29 -0.15 0.45
H 3.8258 -1.1915 0.5632 -0.43 -0.07 -0.32
H -2.4492 4.9595 -2.0667 0.01 -0.01 0.00
H -1.3727 3.9512 -4.0504 -0.01 -0.01 0.01
C 2.3284 0.0979 1.4670 -0.67 0.12 0.06
H -2.8050 3.6041 -0.0304 0.01 -0.01 -0.01
C 2.7448 -1.2295 0.7674 0.76 0.43 0.99
H 0.2791 -1.8673 -1.2589 0.35 -0.02 0.22
```
Forces are in eV/Å.



Density functional theory data (ωB97M-V/def2-TZVPD) for the molecule C4H6P2S at a distorted geometry.

- Orbital gap (spin up / spin down): 0.24443 / 0.24900 Ha
- Energy: -1236.6878 Eh
- Multiplicity: 1
- Energy above the lowest of the compared OMol25 structures with the same formula, charge and spin: 113.5 kcal/mol
- Net charge: 0

The geometry in XYZ format:
```
13
Properties=species:S:1:pos:R:3:forces:R:3
H 1.4909 -2.4752 1.2447 -1.10 0.92 -0.89
C -1.9206 0.4188 -0.3551 0.05 0.77 0.59
S -1.4792 1.8001 0.4239 0.26 -0.96 -0.67
P 0.3122 -1.7903 0.5626 0.52 -1.17 1.15
H 0.3926 2.9167 0.3268 0.97 -1.05 -0.30
H -0.1808 -1.2496 1.8030 0.34 0.25 -0.66
C 0.1940 1.8355 0.1510 -0.17 1.03 0.73
C 1.1699 -0.5096 -0.3506 1.24 0.20 -0.84
H 1.9455 -1.0647 -1.0218 -1.20 1.45 1.24
P -2.6327 -1.0205 -0.2079 -1.03 -0.08 2.86
H -2.3886 -1.2633 -1.4627 0.23 -1.16 -3.26
H 1.9757 1.5269 -0.7741 -1.05 -1.76 0.37
C 1.1208 0.8753 -0.3399 0.94 1.55 -0.33
```
Forces are in eV/Å.



Density functional theory data (ωB97M-V/def2-TZVPD) for a structure of composition C4H6OS2 at a distorted geometry.

- Orbital gap: 0.33090 Ha
- Energy: -1027.3576 Eh
- Multiplicity: 1
- Energy above the lowest of the compared OMol25 structures with the same formula, charge and spin: 171.9 kcal/mol
- Net charge: 0

The geometry in XYZ format:
```
13
Properties=species:S:1:pos:R:3:forces:R:3
O -1.2888 1.5653 0.2198 1.01 -1.90 -1.75
C -2.0231 0.6051 -0.5620 -2.36 0.05 -3.31
C 1.3400 0.3097 0.6923 -5.55 1.07 2.29
H 1.5477 0.6548 1.7682 0.26 -0.74 -2.00
C -0.0729 -0.4633 0.7047 -0.98 3.58 2.85
S -1.5097 -1.2701 0.0080 0.33 1.54 -0.95
H -1.5309 0.6452 -1.7905 -1.97 -0.07 3.66
H 1.8950 -0.2515 -1.6774 0.75 0.20 2.79
S 2.5405 -0.1747 -0.3207 2.85 -0.81 -3.98
H -3.3922 0.7705 -0.6491 4.69 -0.31 0.69
H 0.1892 0.5343 -1.0837 -0.57 1.90 1.25
C 0.0271 0.9307 -0.0049 0.45 -3.37 -0.40
H -0.5182 -0.0531 1.6963 1.09 -1.14 -1.15
```
Forces are in eV/Å.



Density functional theory data (ωB97M-V/def2-TZVPD) for a cluster of 2 separate species, C5H15N3 in total at a distorted geometry.

- Orbital gap: 0.33479 Ha
- Energy: -363.7428 Eh
- Multiplicity: 1
- Energy above the lowest of the compared OMol25 structures with the same formula, charge and spin: 27.8 kcal/mol
- Net charge: 0

The geometry in XYZ format:
```
23
Properties=species:S:1:pos:R:3:forces:R:3
H -3.1939 -0.6489 -0.0243 -0.07 -0.01 0.01
N 1.3630 0.0917 0.5617 -1.64 0.24 0.30
C -2.1904 -0.8373 0.3790 -0.07 0.05 -0.01
C 3.5352 -0.5862 -0.3059 -0.09 0.13 -0.16
N -1.3310 0.3269 0.2684 0.29 0.57 -2.09
H 3.9979 -0.4405 0.6686 0.00 0.04 0.08
H 4.0031 -1.4297 -0.8006 -0.02 -0.05 -0.04
H 3.7006 0.3127 -0.9002 0.08 0.08 -0.02
H -1.1710 2.2886 0.9428 0.06 0.14 0.01
H -1.7555 -1.6662 -0.1715 0.05 -0.14 -0.04
H -2.0876 0.9506 -1.6533 0.17 0.02 -0.21
N 1.5794 -1.9258 -0.6125 -0.15 -0.72 -0.55
C 2.0587 -0.8399 -0.1574 -0.08 0.22 0.73
H -0.4286 1.5536 -1.3298 0.02 -0.05 0.18
H 0.5828 -2.0262 -0.4253 0.02 0.16 0.10
C -1.8621 1.4534 1.0170 0.04 -0.01 -0.12
H -2.2840 -1.1285 1.4302 0.02 0.06 -0.14
C -1.0996 0.7029 -1.2489 -1.09 -0.60 2.43
H -0.6812 -0.1657 -1.7498 0.05 0.00 0.02
H -1.9582 1.1831 2.0722 -0.02 -0.01 -0.11
H -2.8417 1.7803 0.6443 -0.05 0.00 0.02
H 0.2344 0.0880 0.6408 2.44 -0.05 -0.44
H 1.8294 0.9631 0.7542 0.03 -0.06 0.05
```
Forces are in eV/Å.